No. 1
90
Properties=species:S:1:pos:R:3:forces:R:3:lowdin_charge:R:1 method="wB97M-V/def2-TZVPD" homo_lumo_gap_ha=0.2992 e_lumo_ev=-0.781 homo_ha=-0.3279 energy_ha=-2895.70751
C -3.472434 0.126884 -2.012839 1.643 0.946 -0.056 -0.15
C -3.632354 0.644518 -3.512425 -3.295 -0.115 -0.092 -0.74
I -1.828290 0.938336 -4.678835 -0.878 -0.326 1.151 0.75
C -4.919606 0.874319 -4.068575 3.066 -0.649 1.049 -0.58
I -4.924950 1.513477 -6.182433 -0.534 -0.470 1.391 0.77
C -6.318400 0.678171 -3.330360 -0.575 -0.385 -0.106 -0.44
N -7.295445 1.383958 -4.242120 -1.125 6.076 2.068 -0.01
C -7.441598 2.633053 -3.914811 1.775 -2.091 -0.176 -0.64
S -7.255857 4.192031 -3.404624 -0.902 -3.396 -1.437 0.69
C -6.536499 1.152192 -1.827691 1.986 -1.117 2.079 -0.15
O -7.905442 0.798011 -1.412411 0.325 -1.989 -2.655 -0.03
C -8.161417 -0.429147 -2.137092 -1.660 -2.294 -0.219 -0.32
O -9.143037 -1.184348 -2.004628 3.460 3.528 0.094 0.08
C -6.974377 -0.783362 -3.196848 0.316 2.127 0.434 0.01
H -3.799508 -0.947844 -1.832689 0.087 1.489 -0.389 0.09
H -2.341555 0.156441 -1.778479 -1.794 -0.123 -0.321 0.06
H -3.938953 0.879409 -1.274966 0.578 -1.397 -1.214 0.08
H -6.192495 2.189713 -1.493098 -1.193 -1.189 -0.941 0.13
H -5.938974 0.458391 -1.118189 -0.434 1.087 -1.462 0.13
H -7.411428 -1.032672 -4.215831 0.589 -0.254 1.630 0.14
H -6.188695 -1.472945 -2.741390 -1.397 0.550 -0.730 0.14
C -3.690334 -2.975208 3.345577 -0.277 0.213 -0.089 -0.11
O -4.658591 -1.946763 3.443882 0.360 0.016 0.161 -0.21
C -5.087290 -1.728947 4.785150 -0.163 0.258 -0.396 -0.19
C -5.491876 -0.273266 4.990208 0.169 -0.081 0.236 -0.17
O -4.380428 0.621272 5.099554 -0.120 -0.178 -0.266 -0.13
C -3.646142 0.870283 3.901982 -0.028 0.288 0.127 -0.18
C -4.393796 1.735615 2.893810 0.086 -0.624 -0.236 -0.19
O -5.395160 0.970204 2.225194 -0.168 0.216 0.221 -0.21
C -6.515993 1.752542 1.856187 0.090 -0.340 -0.007 -0.11
H -4.130973 -3.940642 3.610736 0.140 -0.103 0.050 0.09
H -3.340136 -3.011862 2.313282 -0.124 0.004 0.024 0.09
H -2.830976 -2.761234 3.989706 0.007 -0.102 0.082 0.09
H -4.290322 -1.981688 5.495556 -0.015 0.031 -0.043 0.13
H -5.948705 -2.380282 4.969601 -0.043 0.010 0.225 0.13
H -6.013011 -0.203825 5.949896 0.155 -0.012 0.002 0.13
H -6.194891 0.064599 4.229206 0.098 -0.161 -0.179 0.12
H -3.289977 -0.059773 3.456747 -0.213 0.007 -0.174 0.11
H -2.757144 1.424408 4.218704 -0.114 0.057 0.065 0.12
H -3.693601 2.094923 2.129268 0.137 0.178 0.145 0.12
H -4.835856 2.594580 3.407804 -0.023 -0.010 0.039 0.13
H -6.942407 2.255804 2.730989 0.029 0.129 -0.073 0.09
H -7.276373 1.084137 1.446233 0.148 0.034 -0.031 0.09
H -6.236069 2.486777 1.094651 -0.107 0.177 0.018 0.08
C 2.203607 3.388751 -2.371595 -0.203 -0.255 0.148 -0.11
O 1.922889 2.206668 -1.643088 0.312 0.229 0.068 -0.21
C 2.939519 1.220749 -1.792372 -0.424 -0.041 0.282 -0.19
C 3.033420 0.353764 -0.541662 0.227 0.133 -0.078 -0.16
O 3.686399 0.998888 0.556752 -0.397 0.040 -0.189 -0.15
C 2.960695 2.050993 1.193006 0.099 -0.124 0.265 -0.17
C 1.779029 1.564715 2.025190 -0.206 0.351 -0.531 -0.19
O 0.687273 1.205046 1.179975 0.148 -0.371 0.112 -0.21
C -0.094798 0.159172 1.724873 0.052 0.237 -0.232 -0.11
H 2.180152 3.187966 -3.446713 0.103 0.126 -0.076 0.09
H 1.438604 4.126553 -2.127283 -0.033 -0.130 -0.028 0.09
H 3.177024 3.799378 -2.083665 0.067 -0.004 -0.111 0.09
H 3.914271 1.689718 -1.976507 -0.033 -0.012 0.027 0.13
H 2.675823 0.597334 -2.653943 0.192 -0.141 -0.047 0.13
H 3.658457 -0.510192 -0.781561 -0.006 0.145 -0.002 0.10
H 2.061173 -0.038888 -0.244599 -0.125 0.205 -0.089 0.12
H 2.666430 2.817521 0.475144 -0.241 -0.130 -0.003 0.12
H 3.674888 2.521683 1.875671 0.008 -0.142 0.012 0.13
H 1.432211 2.375552 2.677432 0.200 -0.007 0.162 0.13
H 2.092418 0.716792 2.642086 0.025 -0.039 -0.018 0.13
H 0.526530 -0.717847 1.938689 -0.041 -0.004 0.129 0.09
H -0.841719 -0.128168 0.981334 0.046 0.129 0.053 0.08
H -0.604408 0.493125 2.633453 -0.033 -0.140 0.113 0.08
C 6.711288 0.094969 0.962855 0.260 -0.236 -0.017 -0.10
O 7.204150 -1.144267 0.479486 -0.105 0.210 -0.240 -0.20
C 6.195060 -1.926345 -0.147407 0.576 -0.109 0.088 -0.19
C 6.796249 -2.804755 -1.238996 -0.249 0.129 -0.106 -0.17
O 7.120261 -2.091071 -2.436107 0.109 -0.011 0.300 -0.13
C 8.239289 -1.207642 -2.366223 0.065 -0.116 -0.262 -0.18
C 9.582362 -1.925201 -2.291525 -0.125 0.320 0.587 -0.19
O 9.798469 -2.443785 -0.980650 -0.112 -0.335 -0.238 -0.21
C 10.568666 -3.630639 -0.990437 -0.144 0.233 0.179 -0.11
H 6.002605 -0.068841 1.779151 -0.135 0.161 -0.060 0.09
H 7.559412 0.672529 1.333378 0.022 -0.153 0.028 0.09
H 6.236707 0.664914 0.158589 -0.158 -0.022 0.103 0.08
H 5.424318 -1.285664 -0.589479 0.122 -0.028 0.009 0.10
H 5.735911 -2.557148 0.622235 -0.216 -0.108 -0.092 0.13
H 6.036931 -3.535076 -1.535651 -0.019 0.137 -0.060 0.13
H 7.651793 -3.374794 -0.877444 0.071 0.186 0.168 0.12
H 8.119228 -0.481405 -1.561333 0.158 -0.170 0.155 0.12
H 8.218366 -0.641304 -3.302373 -0.025 -0.142 -0.025 0.13
H 10.390436 -1.212370 -2.496973 -0.044 0.027 -0.253 0.13
H 9.610261 -2.724617 -3.038449 -0.038 -0.031 -0.008 0.12
H 10.101947 -4.389724 -1.628367 0.109 -0.011 -0.075 0.09
H 10.603533 -4.020175 0.029238 0.014 0.144 -0.071 0.09
H 11.587859 -3.424903 -1.329953 0.067 -0.143 -0.076 0.09



No. 2
95
Properties=species:S:1:pos:R:3:forces:R:3:lowdin_charge:R:1 method="wB97M-V/def2-TZVPD" charge=-1 multiplicity=2 homo_lumo_gap_ha="0.2255 / 0.2254" s2=0.775 e_lumo_ev="1.773 / 1.774" homo_ha="-0.1604 / -0.1603" energy_ha=-4559.66843
O -0.284944 1.299830 0.027818 0.940 -0.353 0.850 -0.28
V 0.653866 0.673280 1.109008 0.874 2.388 -0.408 1.05
O 4.363056 2.108460 0.978288 4.069 -1.315 -1.791 0.15
C 3.335596 2.643270 1.497078 -1.284 4.506 3.497 -0.93
O 2.293086 2.042690 1.381178 -7.120 -5.571 -1.933 -0.05
O 3.307536 3.672410 2.150948 2.371 1.646 0.275 0.03
H 3.972876 1.376770 0.494568 0.365 -0.732 -0.773 0.08
O 2.788186 -2.187490 -1.467182 -1.359 -4.785 -1.715 0.13
C 2.698436 -1.002470 -1.009002 -1.636 2.932 2.631 -0.96
O 1.691636 -0.541750 -0.464512 -3.910 -0.273 1.596 -0.05
O 3.710496 -0.389480 -1.091122 5.403 3.593 -0.533 0.05
H 3.685786 -2.055400 -1.780962 0.715 -0.975 -0.562 0.11
O -0.683484 2.068250 5.100728 -0.096 -0.976 -0.123 0.07
C -0.078554 2.326920 3.911198 2.690 4.826 -3.287 -0.77
O -0.280884 1.659430 2.873098 -1.442 -3.871 -0.598 -0.10
O 0.590216 3.391550 3.738048 -1.139 -1.189 2.790 -0.01
H -0.337814 2.780630 5.643518 0.045 0.299 0.211 0.10
O -1.530254 1.468260 -6.653482 0.588 0.045 0.690 -0.31
P -1.651514 0.680140 -5.402482 -0.702 -0.776 0.895 0.64
N -2.429494 1.623120 -4.158182 0.709 -0.897 -0.893 -0.28
C -3.036514 2.961170 -4.488132 1.318 -1.383 -0.431 -0.08
C -2.665564 1.035420 -2.817802 0.311 0.240 -0.911 -0.12
N -0.228194 -0.016820 -4.743522 -1.991 1.304 -1.704 -0.31
C 1.061936 0.464760 -5.178442 0.152 0.931 -0.197 -0.11
C -0.208294 -1.139970 -3.858242 0.886 -0.919 -0.437 -0.13
N -2.662584 -0.724420 -5.709262 0.575 -0.207 1.070 -0.31
C -2.333024 -1.772770 -6.659682 1.014 0.427 -0.795 -0.13
C -4.091334 -0.496190 -5.517882 0.810 0.082 0.373 -0.13
H -3.122244 3.621100 -3.624852 -0.575 -0.663 0.303 0.05
H -3.924394 2.735170 -5.078652 -0.400 0.764 0.306 0.07
H -2.330164 3.529650 -5.093102 -0.035 -0.313 -0.411 0.07
H -3.727534 1.063780 -2.573802 -0.207 0.360 0.188 0.07
H -2.038684 1.518370 -2.068222 -0.150 0.102 0.186 0.06
H -2.427034 -0.028150 -2.823292 0.247 0.015 -0.130 0.04
H 1.020676 1.465290 -5.608962 -0.451 0.221 0.337 0.07
H 1.719156 0.528440 -4.311202 0.252 -0.196 -0.112 0.09
H 1.501036 -0.074980 -6.017472 0.127 -0.794 0.258 0.08
H 0.343676 -1.963990 -4.310362 0.028 -0.382 -0.584 0.08
H 0.461206 -0.938620 -3.021982 -0.822 0.261 0.823 0.08
H -1.205734 -1.548590 -3.696272 0.160 0.373 0.572 0.07
H -3.051684 -2.592160 -6.674642 -0.178 0.206 0.310 0.07
H -2.225234 -1.400910 -7.678612 -0.544 0.292 -0.403 0.07
H -1.347514 -2.226520 -6.554892 0.155 0.044 0.865 0.07
H -4.119204 -0.290470 -4.447832 -1.026 0.848 -0.244 0.06
H -4.744714 -1.357560 -5.656622 0.484 -0.388 -0.270 0.07
H -4.399854 0.266760 -6.232602 -0.622 0.432 0.483 0.08
O 1.867266 -0.534470 2.526358 -0.189 0.452 0.401 -0.29
P 2.369356 -1.700420 3.273958 1.271 -2.061 0.954 0.69
N 2.552566 -1.498790 4.986868 -0.993 -0.267 -0.422 -0.29
C 3.018676 -2.621920 5.859728 -0.107 1.126 -1.194 -0.11
C 2.255356 -0.227960 5.736738 -0.123 -0.550 -1.634 -0.07
N 3.976526 -2.074320 2.790558 -1.733 -2.765 0.408 -0.29
C 4.923366 -1.110670 2.330648 -0.027 0.690 -0.269 -0.10
C 4.598626 -3.436960 3.022528 -2.087 0.990 -0.472 -0.10
N 1.382626 -3.122840 2.980238 2.362 -0.481 -1.226 -0.29
C 0.172976 -3.444070 3.660718 -0.689 2.235 0.272 -0.14
C 1.374936 -3.759030 1.615998 1.564 1.027 0.370 -0.08
H 2.827456 -3.578340 5.373108 -0.092 -0.025 0.189 0.06
H 2.522816 -2.541870 6.827108 -0.142 -0.238 -0.089 0.07
H 4.091696 -2.509720 6.015058 0.165 -0.166 0.136 0.07
H 2.775426 -0.235930 6.694628 -0.125 -0.121 -0.084 0.08
H 1.177066 -0.098010 5.828938 -0.004 0.027 0.428 0.07
H 2.611696 0.616180 5.146348 0.070 0.082 0.083 0.08
H 5.340266 -0.550150 3.167368 0.360 0.153 -0.019 0.09
H 5.689416 -1.693710 1.819428 0.251 0.430 -0.070 0.08
H 4.484506 -0.405640 1.624648 0.017 -0.066 0.054 0.07
H 3.772736 -4.140550 3.127288 -0.016 -0.092 0.311 0.05
H 5.074206 -3.748780 2.092638 0.524 0.172 0.186 0.08
H 5.224106 -3.509400 3.912258 0.286 0.207 -0.163 0.07
H 0.283136 -3.015590 4.656898 -0.377 -0.837 0.516 0.08
H -0.608134 -2.829710 3.212928 -0.586 0.046 -0.054 0.05
H -0.178604 -4.466210 3.520248 0.614 -0.215 0.605 0.08
H 2.410576 -3.866980 1.293638 0.095 0.110 -0.126 0.06
H 0.904726 -3.147430 0.845968 -0.377 0.061 0.128 0.08
H 0.988406 -4.778170 1.621628 -0.357 0.161 0.419 0.08
C -3.379694 -1.371850 0.315148 -0.369 -0.939 -1.200 -0.26
S -2.477044 -1.077570 1.807198 0.821 1.870 0.191 0.91
O -1.058044 -0.701660 1.420188 -0.851 -1.266 0.434 -0.59
C -3.244444 0.541290 2.258878 0.555 -0.768 0.258 -0.21
H -4.449064 -1.186050 0.415308 0.053 0.101 0.374 0.06
H -3.259164 -2.433840 0.101258 -0.036 -0.130 0.040 0.05
H -3.034274 -0.878040 -0.593112 0.368 0.536 0.412 0.05
H -3.019424 1.207970 1.426398 0.119 0.145 0.260 0.05
H -2.707334 0.771830 3.178918 0.228 0.517 -0.279 0.04
H -4.304714 0.516170 2.510458 -0.054 -0.442 -0.338 0.05
C -2.041194 4.542690 1.164998 0.582 -0.040 -0.324 -0.23
S -1.528174 4.939130 -0.580782 -0.360 -1.397 0.676 0.86
O -0.910814 3.673510 -1.110792 -0.741 1.297 0.027 -0.56
C -3.269234 5.003680 -1.148712 -0.088 -0.448 0.086 -0.29
H -2.828994 3.790610 1.207878 0.057 -0.131 -0.381 0.04
H -2.390254 5.416590 1.715048 0.199 0.217 -0.206 0.05
H -1.139114 4.136930 1.622938 0.077 0.027 0.158 0.04
H -3.410464 5.596110 -2.052692 0.061 0.229 0.263 0.04
H -3.866344 5.299660 -0.286182 -0.085 0.574 -0.333 0.03
H -3.597984 3.988050 -1.369022 0.312 -0.217 -0.016 0.04



No. 3
39
Properties=species:S:1:pos:R:3:forces:R:3:lowdin_charge:R:1 method="wB97M-V/def2-TZVPD" homo_lumo_gap_ha=0.3450 e_lumo_ev=-0.427 homo_ha=-0.3607 energy_ha=-993.47144
H 0.558216 -0.256859 -0.055534 -2.400 1.527 -0.985 0.06
H -1.014857 0.031539 0.055171 0.503 0.034 -0.096 0.04
H -1.155633 -3.242538 -1.466630 0.909 -1.584 -0.188 0.02
H -0.542328 -1.754177 -1.665464 -1.974 -1.426 0.463 0.07
H 1.231362 -2.093162 -0.305370 1.587 -2.233 -0.141 0.04
H 2.650840 -1.923720 -0.333687 1.087 -0.222 0.311 0.01
H -2.205470 3.381924 -0.159440 -0.625 -0.046 0.356 0.01
H -0.815915 2.799334 -0.363114 0.123 -0.215 0.137 0.02
H 2.425257 0.031378 3.319061 0.643 -0.605 -0.586 0.06
H 2.593401 1.234553 2.656502 -0.379 2.986 -0.503 0.00
H -1.054601 1.485059 -2.178792 -2.205 -1.502 1.214 0.11
H -2.461392 1.269500 -1.403706 -0.238 0.890 -0.445 0.01
H 2.608737 -0.842815 -1.999068 0.334 0.219 -0.205 0.05
H 1.824437 -1.494932 -3.081765 -0.148 -0.286 -4.671 0.01
H -1.378060 -2.362921 0.698247 -1.248 0.269 -1.543 0.00
H -1.353021 -2.443659 2.280960 0.605 -0.607 -1.801 0.11
H 0.425896 -0.370645 2.577808 0.673 0.189 -2.480 0.11
H -0.132292 -1.193745 1.501668 -0.714 -1.781 -0.547 -0.06
H -4.889358 1.778128 1.505987 -0.373 -0.390 1.112 0.01
H -4.146049 1.435390 0.231225 -0.250 -0.235 -0.088 0.01
H 3.879523 0.912750 -0.038558 0.397 0.506 0.570 -0.01
H 4.220077 1.855874 1.085860 0.224 3.530 0.412 -0.01
H -4.797884 -0.502822 1.257656 -0.249 -1.041 -1.439 0.05
H -4.370763 -1.392825 -0.000131 0.235 0.014 0.181 0.03
H 3.300337 1.662902 -1.783473 -1.315 -0.683 -2.059 0.01
H 4.719028 2.351117 -1.623735 -2.519 -0.853 1.051 0.14
O -0.267397 0.124573 -0.542632 4.349 -1.737 0.635 -0.16
O -1.371761 -2.336922 -1.494890 0.895 3.016 -0.015 -0.07
O 2.069429 -2.677382 -0.389940 -2.363 0.691 2.281 -0.09
O -1.361122 3.566222 -0.554940 0.526 0.267 -0.336 -0.04
O 2.884096 0.373567 2.512040 -1.236 -3.033 3.102 -0.07
O -1.739018 0.811947 -1.823259 -0.446 1.768 -2.921 -0.11
O 1.863788 -1.404017 -2.194576 -0.414 1.564 2.485 0.00
O -0.857523 -2.638217 1.427675 -0.184 -0.520 3.095 -0.03
O 0.419987 -0.436528 1.554326 0.918 1.548 5.355 -0.11
O -4.648967 2.126417 0.667948 0.597 0.784 -1.063 -0.03
O 4.158786 0.980710 0.876139 1.208 -4.235 -0.743 -0.06
O -5.105815 -0.931670 0.413631 0.121 0.840 1.222 -0.06
O 3.836046 2.086678 -1.163200 3.349 2.593 -1.128 -0.05